Entry 1:
9
Properties=species:S:1:pos:R:3 method="wB97M-V/def2-TZVPD" homo_lumo_gap_ev="9.843 / 8.354" s2=6.01 homo_energy_ha="-0.839 / -0.830" largest_force_ev_per_a=7.40 charge=+3 multiplicity=5
C -3.872 -0.427 -0.031
C -3.478 0.832 -0.037
O -2.733 1.739 -0.039
C 0.358 -0.613 0.035
O -0.605 -1.239 0.045
O 1.479 -0.261 0.030
Ho 3.834 -0.178 0.022
H -4.052 -0.925 -0.984
H -4.088 -0.904 0.925

***

Entry 2:
18
Properties=species:S:1:pos:R:3 method="wB97M-V/def2-TZVPD" homo_lumo_gap_ev=9.845 homo_energy_ha=-0.494 largest_force_ev_per_a=4.79 smiles="CNC(=O)[C@H](C)[NH3+]" charge=+1
C 1.169 -1.427 1.821
N 1.188 -1.078 0.440
C 0.518 -0.178 -0.368
O 1.044 0.039 -1.454
C -0.691 0.727 0.169
C -1.966 -0.104 0.098
N -0.852 1.846 -0.910
H 0.441 -2.311 2.022
H 0.744 -0.676 2.591
H 2.145 -1.659 2.081
H 1.973 -1.472 -0.126
H -0.450 1.132 1.147
H -2.300 -0.310 -0.902
H -1.994 -1.142 0.556
H -2.803 0.291 0.726
H -0.162 2.721 -0.779
H -0.645 1.511 -1.848
H -1.833 2.124 -0.869

***

Entry 3:
55
Properties=species:S:1:pos:R:3 method="wB97M-V/def2-TZVPD" homo_lumo_gap_ev="7.609 / 7.547" homo_energy_ha="-0.570 / -0.568" largest_force_ev_per_a=0.72 charge=+2
Mo 0.237 -0.528 0.060
O -2.726 1.933 -0.206
C -2.373 0.796 -0.371
O -1.603 0.148 0.515
C -2.753 -0.036 -1.553
C -3.990 0.122 -2.160
C -4.305 -0.683 -3.235
C -3.440 -1.637 -3.733
C -2.207 -1.786 -3.130
C -1.853 -0.976 -2.054
O -0.613 -1.034 -1.497
N -1.293 -2.819 -3.661
O -0.329 -3.122 -2.977
O -1.580 -3.310 -4.721
N -5.629 -0.521 -3.885
O -6.376 0.293 -3.393
O -5.847 -1.214 -4.850
H -4.697 0.860 -1.805
H -3.719 -2.250 -4.579
C 3.033 -3.922 -2.987
C 3.740 -2.925 -2.050
C 2.782 -2.117 -1.312
N 2.020 -1.465 -0.753
H 3.787 -4.580 -3.411
H 2.524 -3.404 -3.796
H 2.304 -4.525 -2.450
H 4.390 -2.250 -2.607
H 4.356 -3.446 -1.314
N -0.387 -1.891 1.519
H 0.281 -2.192 2.224
H -0.723 -2.740 1.060
H -1.195 -1.462 1.974
C 0.511 4.617 2.449
C -0.701 3.861 1.946
N -0.257 2.549 1.464
C 0.772 1.890 1.965
N 1.062 0.635 1.435
C 2.297 -0.026 1.951
C 2.402 0.181 3.448
C 2.537 1.668 3.683
N 1.502 2.407 2.944
C 1.221 3.758 3.474
H 0.210 5.554 2.912
H 1.180 4.850 1.619
H -1.189 4.363 1.115
H -1.437 3.727 2.741
H -0.860 2.090 0.795
H 3.161 0.411 1.447
H 2.267 -1.088 1.708
H 3.269 -0.346 3.843
H 1.509 -0.198 3.952
H 3.520 2.027 3.371
H 2.411 1.913 4.737
H 2.179 4.191 3.759
H 0.620 3.650 4.380

***

Entry 4:
6
Properties=species:S:1:pos:R:3 method="wB97M-V/def2-TZVPD" homo_lumo_gap_ev="5.990 / 5.999" homo_energy_ha="-0.332 / -0.332" largest_force_ev_per_a=2.41
N 1.223 0.981 0.447
N -0.285 -0.616 -0.043
P 1.160 -0.645 0.712
P -0.035 1.059 -0.714
H -1.264 -2.758 -0.341
H -0.797 1.980 -0.061